The following is a quantum chemistry calculation of a cluster of 13 separate species, C45H78O25 in total at a distorted geometry, from OMol25.

```
! RIJCOSX wB97M-V def2-TZVPD def2/J DEFGRID3
* xyz 0 1
O -4.429 -23.715 0.889
C -4.570 -27.960 -5.231
O -3.206 -27.520 -3.496
C -5.721 -20.435 0.017
H 0.346 -23.752 6.236
H -5.022 -30.600 -2.475
C 0.272 -24.839 6.237
H -3.872 -20.798 -4.401
H 1.942 -23.809 -3.018
H -11.903 -27.524 -0.193
O -5.567 -22.700 -2.898
H -3.830 -26.788 0.610
O -6.842 -27.371 1.539
H -9.379 -24.306 0.730
O -1.493 -26.459 -2.560
H -3.737 -30.592 -0.387
H -4.472 -27.810 2.921
H -6.478 -22.529 4.763
H -7.032 -29.129 5.138
C -6.341 -19.093 0.339
C -0.574 -21.557 1.180
H -5.696 -26.781 3.435
H -4.180 -26.469 4.030
H -10.061 -29.492 0.658
O 2.185 -25.904 -1.370
H -6.276 -21.081 -0.662
O -5.961 -20.576 4.801
H -2.931 -25.618 1.559
H -10.472 -22.894 -1.184
O 0.389 -30.466 1.156
H 1.766 -23.391 4.566
H -6.486 -31.035 -0.030
H -1.682 -29.886 2.688
C -2.090 -28.748 -5.097
C -6.070 -29.450 4.738
H -3.813 -29.480 -3.968
H -5.164 -25.202 -1.780
H 2.852 -24.563 3.774
C -6.682 -30.768 -1.069
C -8.901 -23.473 0.214
O -1.702 -26.046 3.713
H -5.136 -27.162 -4.752
H 0.729 -23.064 -1.944
H -6.886 -31.723 -1.552
H -5.878 -30.407 5.222
H -2.709 -21.172 0.945
C -6.007 -21.806 4.098
C -9.865 -28.943 1.579
H -3.280 -23.930 3.893
O -4.339 -19.532 6.059
C 1.349 -25.014 -1.225
C -1.639 -29.233 1.817
H 1.855 -26.252 5.711
O -6.018 -28.835 -2.020
O -0.974 -25.208 5.645
O -11.189 -20.633 0.557
H -10.267 -27.757 -0.788
C -0.123 -28.396 -0.006
H 0.344 -25.228 7.253
O -7.771 -29.863 -1.247
O 0.356 -21.029 0.627
O -9.749 -19.069 -0.334
C -3.457 -28.553 -4.417
H -4.233 -21.730 2.918
H -4.839 -29.359 0.397
C -10.041 -22.532 -0.250
H -10.800 -27.022 2.121
C -10.866 -27.217 -0.054
H -6.322 -25.837 -0.486
H -1.652 -28.203 2.173
H -4.848 -20.264 -3.116
H -1.853 -21.752 -0.516
H -10.814 -26.143 -0.233
H 0.279 -24.320 -2.952
O -8.509 -28.905 1.948
O 0.480 -25.811 4.201
O -6.963 -18.917 1.369
C -4.029 -20.949 -3.333
H -7.034 -17.227 -0.662
H 0.675 -25.629 0.695
C -0.400 -29.490 0.996
H -10.304 -29.399 2.466
H -2.366 -23.181 -3.785
H -5.629 -21.050 0.912
H -8.265 -23.851 -0.586
O -3.927 -21.358 4.829
H -4.702 -20.323 -0.352
H -3.336 -24.014 -2.528
H -1.052 -28.053 -0.460
H -2.461 -29.454 1.136
H -4.257 -27.560 -6.195
C -4.514 -24.761 0.277
C -4.730 -20.399 5.227
C -10.223 -27.456 1.304
H -6.531 -21.851 3.143
O -8.945 -26.884 1.174
C -3.395 -25.788 0.588
O -4.451 -28.163 6.006
C -0.464 -21.866 2.687
C 0.443 -24.862 -0.043
H 0.569 -28.633 -0.814
H -0.296 -22.942 2.741
C -7.992 -27.670 1.655
O -8.097 -27.901 -2.407
C -5.009 -28.351 4.950
H -6.181 -24.201 -0.955
C -4.436 -22.393 -3.196
H -3.189 -20.628 -2.717
C 1.118 -24.006 -2.332
C -10.098 -20.222 -0.119
H -2.687 -25.716 -0.238
O -1.256 -27.835 -4.412
C -4.397 -29.735 -0.525
H -5.308 -17.552 -0.439
C -11.118 -22.051 0.753
H -6.274 -18.438 -1.667
H 0.394 -21.385 3.158
H -1.364 -21.614 3.249
C -1.903 -27.293 -3.348
C -5.435 -30.078 -1.612
H -8.235 -23.047 0.964
C -4.522 -22.134 3.888
C -4.831 -27.318 3.825
H -2.164 -22.909 0.689
C -6.272 -18.007 -0.665
C -5.581 -25.093 -0.778
H 0.234 -27.540 0.567
H -10.854 -22.321 1.775
H -0.610 -24.993 -0.296
H -2.268 -28.365 -6.102
H -4.923 -24.214 3.322
H -5.320 -28.707 -5.489
O -9.393 -21.289 -0.630
C -1.943 -21.848 0.566
C -7.364 -28.812 -1.982
H -3.773 -28.901 -0.850
H 3.086 -24.048 5.403
C 1.359 -25.395 5.256
H -6.151 -29.617 3.664
H -3.653 -24.110 -4.312
C 2.310 -24.327 4.689
H -12.070 -22.489 0.452
C -4.323 -23.651 4.037
H -1.647 -29.740 -5.178
H -4.580 -23.995 5.038
C -0.809 -25.714 4.492
C -3.369 -23.474 -3.474
H 0.605 -23.882 0.407
*
```

Calculated values
**E_LUMO**: -0.08 eV
**HOMO energy**: -9.06 eV


The following is a quantum chemistry calculation of a structure of composition C18H22N3ORe at a distorted geometry, from OMol25.

```
! RIJCOSX wB97M-V def2-TZVPD def2/J DEFGRID3
* xyz 2 5
C 1.010 0.816 3.581
H 0.373 -1.608 -3.112
O 0.220 -1.543 -0.093
H -1.739 -2.967 -0.606
N 0.340 -2.907 -0.364
C -1.692 1.715 0.526
C 1.616 -4.853 -0.842
N -1.366 1.213 -0.694
C -0.732 1.472 1.585
H -1.875 2.480 3.126
H 2.587 -5.333 -0.890
H 0.490 -6.564 -1.530
H -4.771 3.096 -0.083
H -0.304 -0.019 -3.495
C 1.208 0.442 2.244
C -2.913 2.409 0.763
H 2.427 -2.956 -0.157
C 1.882 0.973 -2.623
Re 0.784 0.244 -1.085
H 3.109 0.505 -0.706
H 2.557 -0.744 0.535
H -1.981 0.984 -2.653
C 0.453 -5.531 -1.200
H -1.132 -1.073 -2.354
C -0.108 1.567 3.940
C -0.777 -4.878 -1.095
H -3.124 2.787 1.757
C -0.821 -3.557 -0.662
H 2.093 -0.139 1.996
H -4.162 2.157 -2.359
C -0.121 -0.724 -2.648
H 2.935 -1.143 -1.308
C -2.268 1.398 -1.685
H -1.719 -5.370 -1.346
H -0.298 1.887 4.966
C 1.548 -3.535 -0.414
H 2.917 1.340 -2.395
C -3.493 2.065 -1.509
H 1.748 0.518 4.332
H 2.032 0.332 -3.548
H 1.121 1.803 -2.696
C 2.536 -0.451 -0.518
N 0.388 0.786 1.243
C -0.980 1.893 2.914
C -3.832 2.583 -0.261
*
```

Calculated values
**E_LUMO (spin up / spin down)**: -7.74 / -11.16 eV
**<S²>**: 6.058
**HOMO energy (spin up / spin down)**: -12.47 / -15.11 eV


The following is a quantum chemistry calculation of a structure of composition C42H65BN6O2PTi at a distorted geometry, from OMol25.

```
! RIJCOSX wB97M-V def2-TZVPD def2/J DEFGRID3
* xyz 1 3
C -2.625 -2.121 -1.546
H 1.919 -0.350 5.190
H 3.284 1.104 -3.607
H -5.272 -0.513 3.608
H -5.114 -3.141 -1.020
H 1.885 4.189 2.024
H -5.585 -2.008 0.235
C -0.219 3.800 -1.024
H -3.657 -3.198 1.559
H 6.494 0.681 1.784
H 2.167 1.970 3.485
H -0.347 1.391 -1.306
H 4.412 -4.224 0.798
C -1.385 4.339 -1.572
N 2.754 1.328 -1.572
B 2.433 -1.598 -0.373
H 3.736 1.425 -1.323
H -2.272 1.081 -1.883
H -2.943 1.899 1.965
H -2.288 4.377 -0.981
C 1.928 -4.807 0.007
H 6.614 3.187 1.917
C 1.206 0.624 -3.376
H 0.712 1.721 4.411
H 4.480 4.459 1.663
H -3.394 2.618 -3.406
C 1.265 -2.136 4.177
C -3.458 -1.995 -0.265
H 0.848 -4.952 0.011
C 1.512 -0.777 4.285
H -1.994 -3.025 0.988
C -3.938 0.842 -0.556
C 5.680 2.677 1.736
N 0.906 3.701 -1.732
H 5.724 -3.852 -0.316
H -0.562 4.242 1.033
H -0.111 5.098 -4.612
H -4.964 -1.880 2.555
Ti 1.688 0.481 0.284
C -4.934 -2.141 -0.625
H -0.648 1.757 2.308
O 3.734 -2.054 -0.485
C 5.612 1.292 1.659
H 0.046 -2.091 1.034
H -5.808 0.863 0.509
C 4.391 -3.184 -2.482
C -1.364 4.812 -2.873
C -0.312 3.350 0.429
H -1.616 -0.360 3.021
C 0.277 2.325 2.446
H 2.086 4.055 0.283
H 0.520 -1.175 -2.394
H -0.794 -0.053 -0.742
C 3.784 -3.363 -1.093
H -0.767 -0.169 -3.075
C -5.253 1.249 -0.330
H 1.852 4.071 -3.526
C -0.180 4.733 -3.599
C 3.306 2.712 1.364
H -2.514 -1.875 3.039
H 2.306 -5.262 -2.725
H 3.770 -2.550 -3.114
H -2.871 -3.060 -2.044
C -5.226 2.642 -2.290
C 4.494 3.379 1.591
H -2.255 5.235 -3.314
C 4.410 0.665 1.424
H -2.895 -0.619 4.211
N 0.731 -0.438 2.063
C 1.174 0.059 3.225
H -1.554 -2.134 -1.330
C -3.646 -0.167 2.246
H 2.988 -0.392 -2.715
H 2.399 -5.778 -0.142
C -3.291 1.369 -1.672
H -2.833 -1.314 -2.250
H 0.008 3.287 2.912
H 1.520 -2.801 4.989
C 1.156 1.560 3.423
H -3.117 -4.079 0.139
O 1.567 -2.600 -0.814
N 3.243 1.359 1.253
H 0.721 -4.589 -2.353
H -1.191 2.698 0.486
C 4.705 -4.233 -0.248
C -2.601 -0.800 3.176
N -0.015 0.433 -1.198
H 2.397 2.277 -1.683
C -5.001 -0.792 2.587
H 0.400 -3.667 2.906
H 1.901 -3.622 -3.235
H -4.653 1.780 2.338
C 0.433 -1.745 1.984
H 4.712 -5.265 -0.599
H -5.812 -0.468 1.941
P -2.976 -0.335 0.486
H -3.460 1.509 3.603
C -3.679 1.341 2.548
H 4.331 -0.414 1.356
H 0.857 1.659 -3.528
C 0.191 -0.144 -2.540
C -3.033 -3.130 0.671
H 1.217 0.163 -4.366
H 4.532 -4.137 -2.990
H -5.231 -1.425 -1.391
C 0.661 -2.626 3.020
C 1.781 -4.351 -2.437
C -5.887 2.142 -1.177
C -3.924 2.246 -2.538
N 0.803 2.625 1.085
H -5.726 3.330 -2.957
H 5.364 -2.706 -2.377
H 2.227 -4.425 0.982
H -6.907 2.441 -0.976
C 0.915 4.166 -2.989
C 2.284 -3.818 -1.102
C 2.015 3.476 1.192
C 2.635 0.634 -2.858
*
```

Calculated values
**E_LUMO (spin up / spin down)**: -1.73 / -1.72 eV
**<S²>**: 2.022
**HOMO energy (spin up / spin down)**: -7.48 / -9.47 eV


Across the entries above, energy relative to the best compared isomer or geometry (same formula, charge and spin) takes the values 28.3 27.4 6.9 kcal per mole, respectively.